Record 1
A gas-phase ion, C8H15N2O (charge +1) in a non-equilibrium geometry. Source: OMol25; level of theory: ωB97M-V/def2-TZVPD.

Properties
total charge: +1
lowest unoccupied orbital energy: -0.1224 Eh
energy above the lowest of the compared OMol25 structures with the same formula, charge and spin: 63.8 kcal/mol
spin multiplicity: 1
E_HOMO: -14.7 eV
SMILES: Cc1n[n+](C)c(C(C)(C)C)o1

Each line ends with the natural charge from an NBO analysis.
Geometry (Å):
C (-2.229, -2.534, 1.871)  -0.70
C (-1.806, -1.391, 1.118)  0.52
N (-2.408, -0.297, 0.891)  -0.25
N (-1.530, 0.496, 0.309)  -0.13
C (-1.928, 1.815, -0.071)  -0.39
C (-0.410, -0.178, 0.108)  0.62
C (1.000, 0.157, -0.409)  -0.08
C (1.649, 1.019, 0.724)  -0.58
C (0.851, 0.666, -1.841)  -0.59
C (1.799, -1.119, -0.415)  -0.61
O (-0.554, -1.359, 0.703)  -0.36
H (-3.005, -3.168, 1.232)  0.27
H (-1.578, -3.280, 2.185)  0.27
H (-2.802, -2.225, 2.739)  0.27
H (-2.866, 1.808, -0.632)  0.26
H (-2.185, 2.245, 0.966)  0.25
H (-1.104, 2.167, -0.499)  0.22
H (2.638, 1.341, 0.280)  0.24
H (0.976, 1.958, 0.960)  0.21
H (1.755, 0.459, 1.561)  0.22
H (1.769, 0.496, -2.265)  0.24
H (0.089, 0.177, -2.276)  0.21
H (0.676, 1.778, -1.756)  0.21
H (2.834, -0.743, -0.529)  0.24
H (1.850, -1.580, 0.615)  0.22
H (1.364, -1.821, -1.061)  0.23

Record 2
2 unconnected molecules or ions with the total composition C8H15N2O2S in a non-equilibrium geometry. Source: OMol25; level of theory: ωB97M-V/def2-TZVPD.

Properties
total charge: +1
lowest unoccupied orbital energy: -0.1088 Eh
energy above the lowest of the compared OMol25 structures with the same formula, charge and spin: 34.3 kcal/mol
spin multiplicity: 1
E_HOMO: -12.3 eV

Each line ends with the natural charge from an NBO analysis.
Geometry (Å):
C (3.520, -0.678, 1.295)  -0.47
C (1.837, -1.608, -0.242)  0.75
C (-1.900, 1.910, -0.472)  -0.45
C (-2.045, 0.516, 1.667)  -0.57
C (-0.527, 2.106, 0.201)  -0.09
C (-2.803, 1.008, 0.428)  0.09
C (-0.789, -0.056, 1.106)  0.27
C (1.680, -1.877, -2.605)  -0.40
N (2.832, -1.567, 0.389)  -0.32
N (1.160, -1.889, -1.250)  -0.58
O (-0.037, 0.757, 0.367)  -0.50
O (-3.056, -0.108, -0.368)  -0.73
S (-0.274, -1.500, 1.537)  -0.02
H (3.153, -0.920, 2.362)  0.26
H (4.638, -0.892, 1.467)  0.25
H (-2.172, 2.896, -0.755)  0.23
H (-1.662, 1.396, -1.433)  0.23
H (-1.926, 1.229, 2.454)  0.27
H (-2.641, -0.134, 2.299)  0.27
H (0.139, 2.756, -0.460)  0.22
H (-0.413, 2.639, 1.131)  0.20
H (-3.692, 1.697, 0.643)  0.21
H (3.546, 0.398, 1.093)  0.24
H (2.551, -1.388, -2.588)  0.22
H (1.721, -2.925, -3.029)  0.23
H (0.896, -1.508, -3.373)  0.24
H (0.227, -2.291, -1.051)  0.46
H (-3.964, 0.033, -0.814)  0.50

Record 3
A single C8H15N2O4PS molecule in a non-equilibrium geometry. Source: OMol25; level of theory: ωB97M-V/def2-TZVPD.

Properties
lowest unoccupied orbital energy: 0.0110 Eh
energy above the lowest of the compared OMol25 structures with the same formula, charge and spin: 0.0 kcal/mol
spin multiplicity: 1
E_HOMO: -8.9 eV
SMILES: CC(C)=NP(CCCCS(=O)(=O)O)N=C=O

Each line ends with the natural charge from an NBO analysis.
Geometry (Å):
C (2.451, 0.744, 0.733)  -0.72
C (2.251, 0.218, -0.668)  0.43
C (2.229, 1.242, -1.766)  -0.68
N (2.179, -1.017, -0.985)  -0.81
P (1.330, -2.244, -0.141)  1.18
C (-0.139, -1.380, 0.572)  -0.78
C (-1.283, -1.431, -0.454)  -0.41
C (-1.491, -0.164, -1.289)  -0.41
C (-1.591, 1.152, -0.531)  -0.69
S (-2.735, 1.199, 0.821)  2.38
O (-3.269, 2.523, 0.917)  -0.95
O (-2.139, 0.598, 1.963)  -0.92
O (-3.907, 0.256, 0.311)  -0.90
N (2.340, -2.570, 1.304)  -0.84
C (1.961, -2.167, 2.384)  0.85
O (1.598, -1.801, 3.430)  -0.51
H (3.025, 1.667, 0.685)  0.23
H (1.518, 0.988, 1.240)  0.24
H (3.013, 0.027, 1.322)  0.24
H (2.954, 2.033, -1.580)  0.22
H (1.233, 1.682, -1.836)  0.23
H (2.498, 0.764, -2.704)  0.24
H (-0.444, -1.925, 1.466)  0.25
H (0.062, -0.368, 0.907)  0.22
H (-1.123, -2.258, -1.148)  0.22
H (-2.213, -1.660, 0.065)  0.22
H (-0.710, -0.091, -2.048)  0.22
H (-2.427, -0.290, -1.835)  0.22
H (-1.848, 1.984, -1.182)  0.26
H (-0.642, 1.412, -0.059)  0.24
H (-4.696, 0.805, 0.206)  0.52

Record 4
A gas-phase ion, C8H15N2S (charge +1) in a non-equilibrium geometry. Source: OMol25; level of theory: ωB97M-V/def2-TZVPD.

Properties
total charge: +1
lowest unoccupied orbital energy (spin up / spin down): -0.1119 / -0.2084 Eh
energy above the lowest of the compared OMol25 structures with the same formula, charge and spin: 0.0 kcal/mol
spin multiplicity: 3
E_HOMO (spin up / spin down): -9.2 / -13.8 eV

Each line ends with the natural charge from an NBO analysis.
Geometry (Å):
C (0.520, -0.458, 1.417)  0.08
C (-1.547, -0.998, 2.178)  -0.23
C (-0.435, -0.063, 0.155)  0.08
C (1.407, 2.361, -0.720)  -0.61
C (-1.011, -0.843, -2.873)  -0.62
C (0.338, -1.504, 3.593)  -0.41
C (1.283, 0.928, -1.227)  -0.22
C (-1.010, 0.473, -2.100)  -0.23
N (-0.244, -0.955, 2.386)  -0.41
N (-0.059, 0.425, -1.008)  -0.30
S (-2.040, -0.424, 0.641)  0.42
H (1.582, -0.386, 1.440)  0.24
H (-2.253, -1.376, 2.889)  0.25
H (1.190, 2.410, 0.344)  0.22
H (2.415, 2.724, -0.885)  0.24
H (0.714, 3.012, -1.245)  0.22
H (-0.099, -0.955, -3.454)  0.22
H (-1.103, -1.691, -2.197)  0.22
H (-1.854, -0.868, -3.553)  0.24
H (-0.420, -1.568, 4.370)  0.23
H (0.722, -2.505, 3.388)  0.22
H (1.157, -0.880, 3.946)  0.23
H (1.483, 0.890, -2.297)  0.23
H (2.008, 0.283, -0.729)  0.21
H (-0.739, 1.297, -2.761)  0.23
H (-2.007, 0.671, -1.698)  0.22